Computed, not measured: C3H5CsO4 as an isolated structure at a distorted geometry, with wB97M-V/def2-TZVPD.

Summary:
Orbital gap, eV: 7.00
E_HOMO, Eh: -0.28574
Spin multiplicity: 1
Total charge: 0
ΔE to the lowest compared entry with this formula, charge and spin, eV: 1.8161
Total energy, eV: -11928.39742

```
13
C3H5CsO4 (wB97M-V/def2-TZVPD)
H -2.21808 0.94674 2.62258
C -0.33469 -0.57468 3.61805
O 0.53330 0.54335 3.70816
C 1.20684 1.02830 2.61593
O 0.87999 0.55941 1.49176
O 2.14327 1.78500 2.86743
H -0.31195 -0.82461 4.69350
H 0.07408 -1.20962 2.81424
H -2.44788 -0.35259 4.21484
C -1.98254 -0.83159 3.33889
O -2.22875 -0.04917 2.21399
H -2.28245 -1.88718 3.40001
Cs -0.93389 0.32856 -0.68186
```

Atomic partial charges in e from the Mulliken method, atoms 1 to 5: 0.35 -0.28 -0.33 0.53 -0.67



Computed, not measured: the molecule C3H5F2N at a distorted geometry, with wB97M-V/def2-TZVPD.

Summary:
Orbital gap, eV: 10.73
E_HOMO, Eh: -0.35464
Spin multiplicity: 1
Total charge: 0
ΔE to the lowest compared entry with this formula, charge and spin, eV: 0.4310
Total energy, eV: -10115.90219

```
11
C3H5F2N (wB97M-V/def2-TZVPD)
N -0.89305 -0.73429 -0.72709
C 0.29705 -0.70048 -0.00369
F 0.85399 -1.92624 0.31574
C 0.60865 0.42078 0.95046
C 1.37125 0.48391 -0.34810
F 2.68764 0.18235 -0.34860
H -0.79416 -1.21366 -1.61576
H -1.65044 -1.15642 -0.20076
H 1.18589 0.15773 1.82574
H -0.15776 1.16082 1.12118
H 1.10176 1.17976 -1.12658
```

Atomic partial charges in e from the Mulliken method, atoms 1 to 5: -0.54 0.47 -0.34 -0.73 -0.04



Computed, not measured: the molecule C3H5F2N at a distorted geometry, with wB97M-V/def2-TZVPD.

Summary:
Orbital gap, eV: 10.89
E_HOMO, Eh: -0.36946
Spin multiplicity: 1
Total charge: 0
ΔE to the lowest compared entry with this formula, charge and spin, eV: 1.8149
Total energy, eV: -10114.51827

```
11
C3H5F2N (wB97M-V/def2-TZVPD)
F -1.33655 -1.02461 -0.98113
C -0.76984 -0.00680 -0.21845
F -1.88237 0.55013 0.37341
C 0.11845 -0.72664 0.75748
N 1.21225 -0.32919 -0.28844
C 0.31551 0.79523 -0.69095
H -0.33551 -1.83363 0.83416
H 0.05686 -0.31041 1.85603
H 2.26009 -0.03807 0.11041
H 0.21607 1.77544 -0.01792
H 0.14502 1.14853 -1.73460
```

Atomic partial charges in e from the Mulliken method, atoms 1 to 5: -0.30 0.84 -0.33 -0.53 -0.48



Computed, not measured: a 3-piece molecular cluster, C3H5F3O overall at a distorted geometry, with wB97M-V/def2-TZVPD.

Summary:
Orbital gap, eV: 11.45
E_HOMO, Eh: -0.39203
Spin multiplicity: 1
Total charge: 0
ΔE to the lowest compared entry with this formula, charge and spin, eV: 0.0000
Total energy, eV: -13390.98453

```
12
C3H5F3O (wB97M-V/def2-TZVPD)
O 0.83963 -1.76030 -0.07825
C 0.95210 -1.96390 1.07340
F 0.40208 -2.86110 1.81699
F 1.76353 -1.22699 1.97448
C -0.18816 2.00492 -0.56477
C -0.24119 0.96911 -1.38572
H -0.74837 2.86619 -0.58401
H 0.57513 1.91126 0.22337
H -0.80863 0.86868 -2.29159
H 0.29838 0.02386 -1.24120
F -1.49983 -0.57968 0.93565
H -1.34465 -0.25205 0.12164
```

Atomic partial charges in e from the Mulliken method, atoms 1 to 5: -0.41 0.74 -0.14 -0.21 -0.33



Computed, not measured: the molecule C3H5FN2 at a distorted geometry, with wB97M-V/def2-TZVPD.

Summary:
Orbital gap, eV: 11.04
E_HOMO, Eh: -0.37390
Spin multiplicity: 1
Total charge: 0
ΔE to the lowest compared entry with this formula, charge and spin, eV: 3.1500
Total energy, eV: -8885.99538

```
11
C3H5FN2 (wB97M-V/def2-TZVPD)
C 1.14793 -0.12214 0.89104
N 0.79346 0.49232 -0.37698
F 0.46344 1.82529 -0.13246
C -0.65920 -0.11372 -1.03444
C -1.67058 -0.36578 -0.06403
N -2.40796 -0.67603 0.74458
H 2.04696 0.38273 0.95483
H 0.37342 0.09385 1.69531
H 1.20260 -1.14504 0.75355
H -0.22869 -0.87765 -1.60141
H -1.06139 0.50617 -1.82997
```

Atomic partial charges in e from the Mulliken method, atoms 1 to 5: -0.82 -0.12 -0.20 -0.52 0.42



Computed, not measured: C3H5FN2 as an isolated structure at a distorted geometry, with wB97M-V/def2-TZVPD.

Summary:
Orbital gap, eV: 8.79
E_HOMO, Eh: -0.31620
Spin multiplicity: 1
Total charge: 0
ΔE to the lowest compared entry with this formula, charge and spin, eV: 4.8333
Total energy, eV: -8884.31210

```
11
C3H5FN2 (wB97M-V/def2-TZVPD)
C 1.45276 -0.44310 0.23970
C 0.93996 0.80866 0.12180
C -1.34312 -0.13768 0.02303
H 1.04580 -1.50863 0.91277
H 1.73473 1.60897 -0.40600
H -1.26493 1.89310 -0.29774
H -2.43832 0.29070 -0.55849
H -1.61986 -1.82860 -0.28015
N -0.47241 0.99964 0.30136
N -0.85459 -1.32502 0.03911
F 2.81998 -0.35804 -0.09539
```

Atomic partial charges in e from the Mulliken method, atoms 1 to 5: 0.02 -0.19 0.05 0.29 0.23



Computed, not measured: the molecule C3H5FN2S at a distorted geometry, with wB97M-V/def2-TZVPD.

Summary:
Orbital gap, eV: 8.24
E_HOMO, Eh: -0.32282
Spin multiplicity: 1
Total charge: 0
ΔE to the lowest compared entry with this formula, charge and spin, eV: 1.8190
Total energy, eV: -19722.80659

```
12
C3H5FN2S (wB97M-V/def2-TZVPD)
C -0.66302 2.17114 -0.16483
C 0.04344 1.07409 -0.04799
F 1.36339 1.37248 0.23769
C -0.28471 -0.35063 0.01785
S -1.86465 -0.83228 0.04348
N 0.69890 -1.32169 0.10608
N 2.10386 -1.21485 -0.27346
H -0.12337 3.12454 -0.09299
H -1.76392 2.20200 -0.36020
H 0.28811 -2.12955 -0.30836
H 2.55070 -1.60248 0.52566
H 2.41876 -0.24216 -0.25740
```

Atomic partial charges in e from the Mulliken method, atoms 1 to 5: -0.66 0.55 -0.33 0.14 -0.35



Computed, not measured: the molecule C3H5FN4 at a distorted geometry, with wB97M-V/def2-TZVPD.

Summary:
Orbital gap, eV: 9.35
E_HOMO, Eh: -0.31519
Spin multiplicity: 1
Total charge: 0
ΔE to the lowest compared entry with this formula, charge and spin, eV: 1.9851
Total energy, eV: -11867.52933

```
13
C3H5FN4 (wB97M-V/def2-TZVPD)
H 0.94344 -1.54624 1.69104
N 1.61187 -0.94235 1.20778
C 0.92885 -0.31714 0.35084
C 1.35520 0.80226 -0.52262
C 0.22167 1.19650 -1.16536
F 0.07504 2.12906 -2.08048
N -0.90946 0.53367 -0.81479
N -0.45891 -0.63089 -0.00132
N -1.16430 -0.89842 1.18755
H 2.32533 1.15147 -0.75821
H -1.42629 0.17818 -1.59925
H -1.66315 -0.02958 1.52086
H -1.83929 -1.62651 0.98395
```

Atomic partial charges in e from the Mulliken method, atoms 1 to 5: 0.32 -0.68 0.41 -0.61 0.41



Computed, not measured: the molecule C3H5FO at a distorted geometry, with wB97M-V/def2-TZVPD.

Summary:
Orbital gap, eV: 10.91
E_HOMO, Eh: -0.36664
Spin multiplicity: 1
Total charge: 0
ΔE to the lowest compared entry with this formula, charge and spin, eV: 1.4113
Total energy, eV: -7955.09758

```
10
C3H5FO (wB97M-V/def2-TZVPD)
O -1.80692 -0.47294 0.09412
C -0.60093 -0.12462 -0.41973
C 0.10885 1.12229 -0.03056
C 0.56429 -0.18227 0.50118
F 1.74359 -0.44562 -0.14619
H -2.28997 0.37569 0.17757
H -0.41308 -0.54344 -1.37614
H 0.86616 1.59118 -0.58542
H -0.50388 1.82443 0.47609
H 0.67049 -0.34612 1.56532
```

Atomic partial charges in e from the Mulliken method, atoms 1 to 5: -0.50 -0.02 -0.76 0.07 -0.31



Computed, not measured: the molecule C3H5FO2 at a distorted geometry, with wB97M-V/def2-TZVPD.

Summary:
Orbital gap, eV: 10.16
E_HOMO, Eh: -0.34736
Spin multiplicity: 1
Total charge: 0
ΔE to the lowest compared entry with this formula, charge and spin, eV: 1.8790
Total energy, eV: -10002.58427

```
11
C3H5FO2 (wB97M-V/def2-TZVPD)
O 1.02746 1.30885 -0.18362
C 0.00336 0.56415 0.50771
C 0.08084 -0.89647 0.33061
O 1.21411 -1.46922 -0.21101
C -0.96120 -0.09385 -0.44393
F -2.27298 -0.19621 -0.08134
H 0.66234 2.14685 -0.43396
H -0.39371 1.04556 1.42417
H -0.38027 -1.58451 1.03786
H 1.90488 -0.81426 -0.39753
H -0.88482 -0.01090 -1.54896
```

Atomic partial charges in e from the Mulliken method, atoms 1 to 5: -0.53 -0.23 -0.09 -0.54 0.09



Computed, not measured: the molecule C3H5FOS at a distorted geometry, with wB97M-V/def2-TZVPD.

Summary:
Orbital gap, eV: 10.85
E_HOMO, Eh: -0.37275
Spin multiplicity: 1
Total charge: 0
ΔE to the lowest compared entry with this formula, charge and spin, eV: 1.2287
Total energy, eV: -18790.67266

```
11
C3H5FOS (wB97M-V/def2-TZVPD)
O -1.67193 1.40323 0.03579
C -0.81009 0.57256 -0.09094
S -1.17123 -1.17585 0.05742
C 0.56382 0.95458 -0.32148
C 1.62985 0.38334 0.57925
F 2.01718 -0.70162 -0.34314
H 0.07814 -1.59833 0.01298
H 0.82198 2.12158 -0.35158
H 0.92334 0.71175 -1.20797
H 1.33855 0.00632 1.63674
H 2.49697 1.19820 0.79207
```

Atomic partial charges in e from the Mulliken method, atoms 1 to 5: -0.50 0.57 -0.20 -0.62 -0.31



Computed, not measured: the molecule C3H5FOS at a distorted geometry, with wB97M-V/def2-TZVPD.

Summary:
Orbital gap, eV: 9.25
E_HOMO, Eh: -0.33855
Spin multiplicity: 1
Total charge: 0
ΔE to the lowest compared entry with this formula, charge and spin, eV: 2.3705
Total energy, eV: -18789.53083

```
11
C3H5FOS (wB97M-V/def2-TZVPD)
F -0.31227 2.04431 1.56277
C 0.51330 1.55374 0.44651
C -0.13913 0.09999 0.40413
O 0.13969 -0.48150 -0.77890
C -0.18393 -1.69229 -1.24750
S -0.69939 -2.94608 -0.30508
H 1.65830 1.37539 0.84595
H 0.30127 2.35726 -0.46369
H 0.27764 -0.57421 1.26762
H -1.26628 -0.02782 0.69506
H -0.28919 -1.70879 -2.42687
```

Atomic partial charges in e from the Mulliken method, atoms 1 to 5: -0.30 -0.12 -0.44 -0.23 -0.02